Entry 1:
{
  "formula": "C25H33BrNOPtS2Te",
  "method": "wB97M-V/def2-TZVPD",
  "species": ["Pt", "C", "C", "C", "C", "C", "C", "C", "Br", "C", "O", "C", "C", "C", "C", "C", "C", "H", "H", "H", "H", "H", "H", "H", "H", "H", "H", "H", "H", "H", "H", "H", "H", "H", "H", "H", "H", "C", "Te", "C", "C", "C", "C", "C", "C", "C", "H", "H", "H", "H", "H", "H", "H", "H", "S", "C", "N", "C", "C", "S", "H", "H", "H", "H", "H"],
  "xyz": [[0.049, -0.008, 0.447], [-3.897, 3.074, -5.252], [-4.826, 2.603, -4.133], [-5.583, 3.821, -3.578], [-5.824, 1.581, -4.704], [-4.079, 1.906, -3.019], [-2.725, 1.590, -3.088], [-2.134, 0.939, -2.036], [-0.265, 0.542, -2.203], [-2.791, 0.549, -0.833], [-2.153, 0.021, 0.146], [-4.209, 0.805, -0.818], [-4.766, 1.478, -1.886], [-5.169, 0.373, 0.282], [-6.171, -0.630, -0.316], [-5.921, 1.603, 0.818], [-4.490, -0.293, 1.472], [-4.479, 3.588, -6.013], [-3.397, 2.235, -5.730], [-3.149, 3.768, -4.875], [-6.105, 4.322, -4.391], [-4.890, 4.528, -3.125], [-6.321, 3.537, -2.833], [-6.395, 2.030, -5.512], [-6.519, 1.242, -3.941], [-5.291, 0.715, -5.090], [-2.127, 1.836, -3.950], [-5.821, 1.685, -1.845], [-6.785, -0.179, -1.090], [-6.829, -0.994, 0.469], [-5.647, -1.480, -0.748], [-6.537, 2.074, 0.059], [-5.217, 2.341, 1.194], [-6.573, 1.300, 1.634], [-3.971, -1.200, 1.166], [-5.247, -0.556, 2.210], [-3.783, 0.396, 1.925], [-2.008, -1.093, 3.440], [-0.808, -2.045, 1.917], [0.526, -2.250, 3.609], [-0.392, -2.407, 4.786], [-0.047, -3.109, 5.929], [-0.971, -3.262, 6.952], [-2.234, -2.707, 6.843], [-2.573, -1.977, 5.717], [-1.655, -1.830, 4.691], [-3.065, -1.205, 3.217], [-1.745, -0.035, 3.484], [1.118, -1.335, 3.685], [1.195, -3.098, 3.492], [0.934, -3.552, 6.019], [-0.709, -3.834, 7.830], [-2.964, -2.853, 7.623], [-3.555, -1.539, 5.623], [2.217, 0.558, 1.104], [2.572, 1.364, -0.343], [3.126, 0.767, -1.396], [3.346, 1.552, -2.592], [3.259, 3.022, -2.185], [2.381, 3.068, -0.579], [3.245, -0.236, -1.421], [2.582, 1.301, -3.337], [4.329, 1.315, -3.007], [2.697, 3.618, -2.900], [4.241, 3.468, -2.030]],
  "mol_weight_g_mol": 830.26,
  "total_charge": 1,
  "lumo_energy_ev": [-4.735, -4.737],
  "fmax_ev_per_a": 3.62,
  "de_lowest_kcal_mol": 42.7,
  "gap_ev": [5.11, 5.11]
}

Entry 2:
{
  "formula": "C25H33Cl3F7N5O10P2S",
  "method": "wB97M-V/def2-TZVPD",
  "species": ["C", "C", "O", "C", "O", "C", "O", "C", "N", "P", "N", "C", "Cl", "C", "C", "Cl", "P", "C", "O", "C", "O", "N", "O", "O", "C", "Cl", "C", "C", "C", "O", "S", "O", "O", "C", "F", "F", "C", "F", "F", "C", "F", "F", "F", "H", "H", "H", "H", "H", "H", "H", "H", "H", "H", "H", "H", "H", "H", "H", "H", "H", "H", "H", "H", "H", "H", "H", "C", "C", "C", "N", "C", "H", "H", "H", "H", "H", "C", "C", "C", "N", "C", "H", "H", "H", "H", "H"],
  "xyz": [[4.302, -2.056, -1.677], [3.803, -1.801, -0.222], [2.828, -0.761, -0.264], [1.599, -1.071, 0.349], [1.131, -2.240, -0.266], [-0.158, -2.701, -0.376], [-0.861, -1.872, -1.354], [-1.534, -2.514, -2.254], [-2.279, -3.006, -2.929], [0.165, -4.395, -1.293], [1.271, -5.255, -0.557], [-0.920, -3.105, 0.885], [-0.036, -4.109, 2.060], [-2.181, -2.870, 1.243], [-2.800, -3.399, 2.542], [-3.275, -1.962, 0.218], [2.119, -1.176, 2.231], [0.609, -1.012, 3.328], [2.711, -2.723, 2.536], [0.830, 0.326, 0.159], [-0.489, 0.231, 0.610], [-1.512, 0.721, -0.227], [-2.380, 1.147, 0.405], [1.532, 1.120, 1.100], [0.789, 2.046, 1.859], [2.062, 2.769, 2.980], [0.184, 3.266, 1.135], [-0.435, 4.249, 2.204], [-1.791, 4.761, 1.613], [0.354, 5.406, 2.403], [1.201, 1.198, -1.460], [2.434, 1.910, -1.291], [0.249, 2.228, -1.820], [1.401, 0.177, -2.996], [1.595, -1.145, -2.858], [2.489, 0.644, -3.624], [0.245, 0.356, -4.052], [0.314, 1.542, -4.630], [-0.937, 0.181, -3.431], [0.308, -0.703, -5.212], [1.535, -1.028, -5.589], [-0.278, -0.137, -6.277], [-0.366, -1.813, -4.962], [5.258, -2.604, -1.700], [4.426, -1.101, -2.214], [3.565, -2.668, -2.229], [3.520, -2.780, 0.188], [4.698, -1.454, 0.331], [0.730, -4.115, -2.574], [-1.017, -5.168, -1.342], [0.869, -6.149, -0.277], [-2.611, -4.472, 2.674], [-3.895, -3.263, 2.480], [-2.448, -2.781, 3.383], [-0.366, -1.101, 2.824], [0.652, -1.832, 4.073], [0.722, -0.084, 3.914], [2.780, -2.864, 3.492], [0.062, 1.654, 2.582], [-0.636, 3.042, 0.441], [0.939, 3.831, 0.558], [-0.709, 3.726, 3.142], [-2.434, 3.914, 1.313], [-2.315, 5.421, 2.323], [-1.547, 5.316, 0.687], [1.242, 5.272, 2.046], [-7.229, -4.618, -3.069], [-7.104, -5.941, -3.569], [-5.796, -6.116, -3.936], [-5.127, -4.949, -3.682], [-5.992, -4.034, -3.149], [-8.125, -4.150, -2.693], [-7.885, -6.680, -3.649], [-5.284, -6.966, -4.356], [-4.150, -4.788, -3.858], [-5.654, -3.048, -2.876], [2.647, 8.825, 3.846], [4.041, 9.045, 3.681], [4.656, 7.823, 3.734], [3.689, 6.873, 3.930], [2.462, 7.476, 3.994], [1.870, 9.571, 3.854], [4.534, 9.993, 3.539], [5.694, 7.547, 3.652], [3.855, 5.886, 4.012], [1.567, 6.893, 4.139]],
  "mol_weight_g_mol": 896.92,
  "lumo_energy_ev": -1.064,
  "fmax_ev_per_a": 4.86,
  "smiles": "CCO[C@@](O[C@@](OC#N)([PH2]=N)/C(Cl)=C(/C)Cl)(P(C)O)[C@@](ON=O)(O[C@@H](Cl)C[C@H](C)O)S(=O)(=O)C(F)(F)C(F)(F)C(F)(F)F.c1cc[nH]c1.c1cc[nH]c1",
  "gap_ev": 7.04
}

Entry 3:
{
  "formula": "C25H33CrN7O2S2",
  "method": "wB97M-V/def2-TZVPD",
  "species": ["Cr", "S", "C", "N", "C", "C", "C", "C", "C", "C", "S", "H", "H", "H", "H", "N", "C", "C", "C", "C", "N", "C", "N", "N", "C", "O", "O", "H", "H", "H", "H", "H", "H", "H", "H", "H", "H", "H", "H", "H", "H", "C", "C", "C", "C", "C", "C", "C", "C", "N", "H", "H", "H", "H", "H", "H", "C", "C", "C", "C", "N", "H", "H", "H", "H", "H", "H", "H", "H", "H"],
  "xyz": [[0.359, -0.233, 0.538], [0.554, 1.653, -1.295], [-0.962, 1.948, -0.605], [-1.440, 1.176, 0.345], [-2.781, 1.393, 0.566], [-3.612, 0.644, 1.397], [-4.956, 0.963, 1.484], [-5.494, 2.032, 0.766], [-4.681, 2.791, -0.061], [-3.339, 2.459, -0.164], [-2.114, 3.162, -1.179], [-3.200, -0.182, 1.961], [-5.600, 0.365, 2.117], [-6.548, 2.265, 0.847], [-5.088, 3.618, -0.631], [-1.242, -1.358, -0.587], [-0.984, -2.676, -1.172], [-2.155, -3.651, -0.988], [-3.573, -3.187, -1.354], [-3.895, -2.985, -2.844], [-3.346, -1.835, -3.536], [-3.396, -0.561, -2.872], [-4.758, -0.057, -2.849], [-2.526, 0.367, -3.543], [0.313, -3.278, -0.584], [0.537, -4.475, -0.839], [1.023, -2.483, 0.087], [-1.809, -1.488, 0.251], [-1.861, -0.833, -1.250], [-0.781, -2.518, -2.235], [-2.157, -3.920, 0.076], [-1.917, -4.570, -1.528], [-3.829, -2.271, -0.813], [-4.266, -3.961, -1.001], [-4.987, -2.941, -2.940], [-3.580, -3.877, -3.394], [-2.414, -1.994, -3.885], [-5.392, -0.775, -2.525], [-4.815, 0.696, -2.177], [-1.686, 0.552, -3.009], [-2.994, 1.253, -3.695], [-0.363, -1.087, 2.397], [-0.165, -0.230, 3.543], [1.117, -0.081, 4.125], [1.334, 0.725, 5.215], [0.280, 1.455, 5.787], [-0.992, 1.345, 5.218], [-1.204, 0.527, 4.129], [0.500, 2.283, 6.931], [0.679, 2.951, 7.855], [-1.412, -1.380, 2.277], [0.276, -1.970, 2.402], [1.939, -0.620, 3.672], [2.327, 0.812, 5.641], [-1.814, 1.905, 5.648], [-2.200, 0.462, 3.707], [3.976, -1.134, 1.508], [3.342, -0.074, 0.596], [3.957, 1.303, 0.862], [3.571, -0.482, -0.867], [1.937, -0.031, 0.877], [5.022, -1.306, 1.231], [3.416, -2.065, 1.405], [3.942, -0.812, 2.552], [5.024, 1.307, 0.612], [3.837, 1.571, 1.914], [3.446, 2.054, 0.258], [4.642, -0.540, -1.093], [3.107, 0.246, -1.533], [3.104, -1.453, -1.039]],
  "mol_weight_g_mol": 579.72,
  "total_charge": -2,
  "lumo_energy_ev": [4.216, 4.216],
  "fmax_ev_per_a": 2.68,
  "gap_ev": [2.87, 2.87]
}